Density functional theory data (wB97M-V/def2-TZVPD) for a structure of composition C3H2AgFO in a non-equilibrium geometry.

```
8
Properties=species:S:1:pos:R:3:forces:R:3
C 0.916960 1.092851 -0.942310 -1.0 0.3 -0.7
H 1.191930 1.985720 -1.507223 0.3 -0.2 0.4
Ag -0.707579 -1.582005 1.079623 0.5 0.6 0.1
F -1.139081 -2.860061 2.700263 0.0 0.2 -0.4
O -0.473057 -0.942367 -1.546379 -0.4 1.0 -0.3
C 0.011205 0.110748 -1.126191 1.3 -1.3 1.6
C 0.400372 0.737567 0.377333 -1.0 -0.5 -0.6
H -0.200748 1.457547 0.964884 0.3 -0.1 -0.1
```
Forces are in eV/Å.

Output
**Total charge**: -1
**Largest force on an atom**: 2.45 eV/Å
**Total energy**: -11904.3390 eV
**Energy above the lowest of the compared OMol25 structures with the same formula, charge and spin**: 0.0 kcal/mol
**HOMO energy (spin up / spin down)**: -2.5 / -4.2 eV
**Multiplicity**: 2